*1*
Here is a 2-piece molecular cluster, C4H13N3O overall from OMol25. Energies are from the ωB97M-V functional and the def2-TZVPD basis.

As for the SMILES: CC(C)NN.CN=O. Its LUMO energy is -0.63 eV. For the HOMO-LUMO gap, the calculation gives 6.886 eV. The HOMO energy is -7.52 eV.

Structure (ORCA input):
```
! RIJCOSX wB97M-V def2-TZVPD def2/J DEFGRID3
* xyz 0 1
C -2.8536 1.0674 0.3430
C -0.5193 -0.6794 -0.9266
N -1.5833 1.0803 1.0545
O -0.8113 2.0103 0.7158
H 0.7278 1.3773 0.6182
H -2.7828 1.4982 -0.6587
H -3.5523 1.6411 0.9534
H -3.2193 0.0439 0.3188
H -0.9543 0.2190 -1.3474
H -1.1863 -1.5164 -0.7400
H 0.1877 -0.9596 -1.7049
C 1.5701 -1.8717 0.3610
N 2.1843 0.8425 -0.7331
C 0.7222 -0.6251 0.4284
N 1.3984 0.5932 0.4391
H 3.1538 0.6384 -0.5084
H 2.1535 1.8344 -0.9613
H 0.0451 -0.6390 1.2860
H 2.1893 -1.9356 1.2532
H 2.2046 -1.8726 -0.5242
H 0.9257 -2.7467 0.3330
*
```

natural (NBO) population analysis, charges in e, atoms 1 to 6: number 1, C, carries -0.515; number 2, C, carries -0.721; number 3, N, carries 0.167; number 4, O, carries -0.331; number 5, H, carries 0.384; number 6, H, carries 0.218

=====

*2*
Here is a 2-piece molecular cluster, C4H13N3O overall from OMol25. Energies are from the ωB97M-V functional and the def2-TZVPD basis.

Its LUMO energy is 0.09 eV. For the HOMO-LUMO gap, the calculation gives 6.066 eV. The HOMO energy is -5.98 eV.

Structure (ORCA input):
```
! RIJCOSX wB97M-V def2-TZVPD def2/J DEFGRID3
* xyz 0 1
C 1.3038 0.2960 1.7661
C 1.6015 0.5508 0.4556
N 0.7751 1.4635 -0.3371
N 1.8870 -0.7733 2.4748
H 0.6740 0.9730 2.3384
H 2.2754 -0.0984 -0.1279
H 1.0369 1.3889 -1.3190
H -0.4072 1.1448 -0.2727
H 0.9031 2.4619 -0.0458
H 2.3315 -1.4873 1.8549
H 1.3459 -1.2175 3.1771
C -0.5427 -1.3871 -1.1061
O -0.7258 -2.4581 -1.8616
C -1.7120 -0.3452 -1.3545
N -1.7667 0.7970 -0.3784
H -0.5845 -1.5954 0.0261
H 0.4225 -0.8078 -1.2915
H -1.5582 -0.0197 -2.4091
H -2.6646 -0.8905 -1.3028
H -2.2940 1.6199 -0.7176
H -2.3010 0.3844 0.4310
*
```

natural (NBO) population analysis, charges in e, atoms 1 to 6: number 1, C, carries 0.017; number 2, C, carries -0.171; number 3, N, carries -0.775; number 4, N, carries -0.807; number 5, H, carries 0.197; number 6, H, carries 0.222

=====

Stability, highest: *2*

=====

*1*
Here is a 3-piece molecular cluster, C3H14NO2 overall from OMol25. Energies are from the ωB97M-V functional and the def2-TZVPD basis.

Its LUMO energy is -2.86 eV. For the HOMO-LUMO gap, the calculation gives 12.843 eV. The HOMO energy is -15.71 eV.

Structure (ORCA input):
```
! RIJCOSX wB97M-V def2-TZVPD def2/J DEFGRID3
* xyz 1 1
C 1.4904 -1.2174 0.9347
C 1.0580 0.2119 0.5604
N -0.2821 0.1863 -0.1827
C -0.5145 1.5441 -0.8505
H 0.9130 -1.6222 1.7654
H 2.5485 -1.1745 1.1822
H 1.2938 -1.8604 0.0829
H 1.7267 0.7004 -0.1421
H 0.9334 0.7794 1.4738
H -0.0966 -0.4259 -1.0064
H -1.1004 0.0666 0.4154
H 0.4393 1.7537 -1.3307
H -1.2971 1.4253 -1.5944
H -0.7468 2.2627 -0.0703
H -3.2901 0.5262 1.6271
H -2.5073 1.2805 2.7655
O -2.4338 0.7272 1.9794
H -0.1574 -1.7662 -2.6786
H 1.3740 -1.9429 -2.6793
O 0.6490 -1.4546 -2.2518
*
```

natural (NBO) population analysis, charges in e, atoms 1 to 6: number 1, C, carries -0.632; number 2, C, carries -0.207; number 3, N, carries -0.546; number 4, C, carries -0.407; number 5, H, carries 0.229; number 6, H, carries 0.245

=====

*2*
Here is a 3-piece molecular cluster, C3H14NO2 overall from OMol25. Energies are from the ωB97M-V functional and the def2-TZVPD basis.

Its LUMO energy is -3.13 eV. For the HOMO-LUMO gap, the calculation gives 12.405 eV. The HOMO energy is -15.53 eV.

Structure (ORCA input):
```
! RIJCOSX wB97M-V def2-TZVPD def2/J DEFGRID3
* xyz 1 1
C 0.9946 0.5620 0.0277
C -0.0361 1.5684 0.5646
C 0.2185 3.0088 0.1837
N 0.5871 -0.8094 0.3753
H 1.8845 0.7766 0.6281
H 1.2725 0.6775 -1.0138
H -1.0013 1.2885 0.1091
H -0.2243 1.3585 1.6208
H 0.3343 3.0630 -0.9072
H 1.1470 3.3991 0.5900
H -0.6591 3.6302 0.3134
H -0.2036 -1.2183 -0.1683
H 0.2893 -1.0171 1.3341
H 1.2932 -1.4747 0.0423
H -1.5003 -3.5065 0.7679
H -0.0836 -3.9129 1.3399
O -0.6612 -3.1910 1.0751
H -1.4843 -0.6680 -2.2891
H -0.9123 -2.0061 -2.6731
O -1.2550 -1.5287 -1.9205
*
```

natural (NBO) population analysis, charges in e, atoms 1 to 6: number 1, C, carries -0.232; number 2, C, carries -0.407; number 3, C, carries -0.614; number 4, N, carries -0.695; number 5, H, carries 0.220; number 6, H, carries 0.233

=====

*3*
Here is a 3-piece molecular cluster, C3H14NO2 overall from OMol25. Energies are from the ωB97M-V functional and the def2-TZVPD basis.

Its LUMO energy is -2.96 eV. For the HOMO-LUMO gap, the calculation gives 12.896 eV. The HOMO energy is -15.86 eV.

Structure (ORCA input):
```
! RIJCOSX wB97M-V def2-TZVPD def2/J DEFGRID3
* xyz 1 1
C 1.5620 -1.3137 0.0668
C 0.3388 -0.8909 0.9807
N -0.4286 0.2479 0.2473
C -1.6396 0.8979 0.9415
H 1.1650 -1.1781 -0.9963
H 1.6064 -2.3607 0.3587
H 2.4093 -0.7402 0.2776
H 0.7797 -0.3109 1.9623
H -0.4069 -1.7217 1.3336
H 0.2135 1.0972 0.0488
H -0.7459 0.0157 -0.7538
H -1.3173 1.4205 1.8455
H -2.2799 1.3782 0.1315
H -2.3830 0.0222 1.2843
H -2.0646 -0.8186 -2.9895
H -0.9668 -1.7053 -2.3478
O -1.4671 -0.9174 -2.2161
H 1.8994 2.3806 -0.8779
H 1.9990 2.6016 0.6661
O 1.7266 1.8957 0.0367
*
```

natural (NBO) population analysis, charges in e, atoms 1 to 6: number 1, C, carries -0.613; number 2, C, carries -0.219; number 3, N, carries -0.600; number 4, C, carries -0.441; number 5, H, carries 0.201; number 6, H, carries 0.241

=====

Stability, highest: *1*

=====

*1*
Here is C12H23IrN2O2P2S as an isolated structure from OMol25. Energies are from the ωB97M-V functional and the def2-TZVPD basis.

Its LUMO energy (spin up / spin down) is -6.64 / -10.00 eV. For the HOMO-LUMO gap (spin up / spin down), the calculation gives 6.398 / 6.190 eV. The HOMO energy (spin up / spin down) is -13.04 / -16.19 eV. As for the expectation value of S²: 6.025.

Structure (ORCA input):
```
! RIJCOSX wB97M-V def2-TZVPD def2/J DEFGRID3
* xyz 2 5
Ir -0.1403 0.1769 0.0809
P 1.9866 -0.6783 0.2009
C 2.2142 -0.7520 -1.6273
C 0.9945 -1.3639 -2.2674
N -0.1884 -1.0473 -1.7185
C -1.3507 -1.4136 -2.2806
C -1.3498 -2.2522 -3.3927
C -0.1483 -2.6822 -3.9209
C 1.0343 -2.2377 -3.3591
C -2.6095 -0.8123 -1.7004
P -2.1939 0.6750 -0.7049
H 2.0194 -2.5276 -3.7194
H -2.3304 -2.5255 -3.7878
H -0.1334 -3.3422 -4.7855
H -3.3055 -0.5266 -2.4946
H -3.1169 -1.5433 -1.0597
H 2.3136 0.3293 -1.9291
H 3.1229 -1.3040 -1.8766
H 1.0758 2.7964 -1.5678
O 1.6781 2.0612 -1.9522
H 2.0530 2.3803 -2.7829
H -0.1814 3.0638 -0.0450
O -0.0356 3.6422 -0.8511
H -0.0800 4.5673 -0.5562
C -2.1603 1.9789 -1.9754
H -3.0564 1.8823 -2.6063
H -2.1121 2.9526 -1.4714
H -1.2442 1.8706 -2.5770
C -3.4750 0.9224 0.5183
H -3.2220 1.8284 1.0801
H -4.4479 1.0296 0.0239
H -3.4757 0.0727 1.2125
C 2.1299 -2.3286 0.9079
H 3.0899 -2.7737 0.6192
H 2.0538 -2.2327 1.9987
H 1.3039 -2.9579 0.5592
C 3.3604 0.3337 0.7723
H 3.1647 0.6047 1.8159
H 4.2764 -0.2713 0.7057
H 3.4271 1.2380 0.1517
S 0.2781 1.7478 1.4331
C -0.4385 0.0819 2.0465
N -0.7807 -0.6628 2.9198
*
```

natural (NBO) population analysis, charges in e, atoms 1 to 6: number 1, Ir, carries 0.647; number 2, P, carries 1.124; number 3, C, carries -0.801; number 4, C, carries 0.263; number 5, N, carries -0.525; number 6, C, carries 0.248

=====

*2*
Here is C12H23IrN2O2P2S as an isolated structure from OMol25. Energies are from the ωB97M-V functional and the def2-TZVPD basis.

Its LUMO energy (spin up / spin down) is -6.89 / -10.28 eV. For the HOMO-LUMO gap (spin up / spin down), the calculation gives 6.337 / 5.762 eV. The HOMO energy (spin up / spin down) is -13.22 / -16.04 eV. As for the expectation value of S²: 6.028.

Structure (ORCA input):
```
! RIJCOSX wB97M-V def2-TZVPD def2/J DEFGRID3
* xyz 2 5
Ir -0.1863 0.1610 0.2000
P 1.9897 -0.5473 0.2041
C 2.2250 -0.6472 -1.6240
C 1.0052 -1.2766 -2.2251
N -0.1711 -0.9574 -1.6525
C -1.3357 -1.3370 -2.2051
C -1.3432 -2.2261 -3.2820
C -0.1401 -2.6301 -3.8565
C 1.0453 -2.1213 -3.3359
C -2.6029 -0.7889 -1.6181
P -2.2171 0.7660 -0.6871
H 2.0380 -2.3315 -3.7399
H -2.3247 -2.5402 -3.6405
H -0.1292 -3.3178 -4.7032
H -3.3582 -0.5779 -2.3862
H -3.0389 -1.4980 -0.9063
H 2.3558 0.4255 -2.0126
H 3.1305 -1.2185 -1.8460
H 1.3235 2.4799 -1.7156
O 2.1171 2.0541 -2.2154
H 2.1486 2.4952 -3.0854
H 0.1789 2.5726 -0.0319
O 0.2205 3.1787 -0.8508
H 0.4479 4.0644 -0.5224
C -2.3665 1.9889 -2.0295
H -3.2996 1.8052 -2.5831
H -2.3506 2.9934 -1.5950
H -1.5018 1.8834 -2.6954
C -3.5535 1.0001 0.5005
H -3.3357 1.9149 1.0623
H -4.5136 1.0853 -0.0224
H -3.5471 0.1579 1.2025
C 2.1358 -2.2280 0.8393
H 3.1143 -2.6436 0.5729
H 1.9986 -2.1851 1.9255
H 1.3401 -2.8456 0.4106
C 3.3499 0.4843 0.7714
H 3.1477 0.7775 1.8070
H 4.2834 -0.0951 0.7307
H 3.4127 1.3762 0.1321
S 0.2543 1.4646 1.8394
C -0.6929 -0.1610 2.1050
N -1.2546 -0.9547 2.8012
*
```

natural (NBO) population analysis, charges in e, atoms 1 to 6: number 1, Ir, carries 0.624; number 2, P, carries 1.134; number 3, C, carries -0.824; number 4, C, carries 0.266; number 5, N, carries -0.534; number 6, C, carries 0.245

=====

Stability, highest: *1*

=====

*1*
Here is a 2-piece molecular cluster, CH5FN2 overall from OMol25. Energies are from the ωB97M-V functional and the def2-TZVPD basis.

Its LUMO energy is 0.97 eV. For the HOMO-LUMO gap, the calculation gives 9.093 eV. The HOMO energy is -8.12 eV.

Structure (ORCA input):
```
! RIJCOSX wB97M-V def2-TZVPD def2/J DEFGRID3
* xyz 0 1
C -0.3221 0.0532 0.2279
N 0.1938 1.2729 -0.2265
N 0.2846 -1.0835 -0.3369
F -1.7024 -0.0006 0.2225
H 0.2058 -0.2308 2.0264
H 0.8904 1.0359 -0.9681
H -0.4641 2.0034 -0.5158
H 1.2785 -1.1190 -0.1632
H -0.3645 -1.9316 -0.2664
*
```

natural (NBO) population analysis, charges in e, atoms 1 to 6: number 1, C, carries 0.721; number 2, N, carries -0.872; number 3, N, carries -0.904; number 4, F, carries -0.355; number 5, H, carries -0.196; number 6, H, carries 0.382

=====

*2*
Here is a 2-piece molecular cluster, CH5FN2 overall from OMol25. Energies are from the ωB97M-V functional and the def2-TZVPD basis.

Its LUMO energy is 1.14 eV. For the HOMO-LUMO gap, the calculation gives 8.751 eV. The HOMO energy is -7.61 eV.

Structure (ORCA input):
```
! RIJCOSX wB97M-V def2-TZVPD def2/J DEFGRID3
* xyz 0 1
C 0.8534 0.1204 1.1394
N -1.1288 -0.3292 -1.0250
N -0.5728 0.7259 -0.3828
F 1.4886 -0.9208 0.4864
H 1.5595 0.8834 1.2080
H 0.4464 -0.1905 2.0149
H -0.7518 -0.9311 -1.8406
H -2.1079 -0.5682 -0.6715
H 0.2134 1.2101 -0.9288
*
```

natural (NBO) population analysis, charges in e, atoms 1 to 6: number 1, C, carries 0.113; number 2, N, carries -0.657; number 3, N, carries -0.443; number 4, F, carries -0.376; number 5, H, carries 0.131; number 6, H, carries 0.137

=====

Stability, highest: *1*

=====

*1*
Here is a 2-piece molecular cluster, CH5FN2 overall from OMol25. Energies are from the ωB97M-V functional and the def2-TZVPD basis.

Its LUMO energy is 0.34 eV. For the HOMO-LUMO gap, the calculation gives 9.996 eV. The HOMO energy is -9.66 eV.

Structure (ORCA input):
```
! RIJCOSX wB97M-V def2-TZVPD def2/J DEFGRID3
* xyz 0 1
C -1.1086 -0.7456 -0.2572
N 0.6873 1.0826 0.4490
N 0.5656 0.4017 -0.6726
F 1.6023 -0.7830 -0.5396
H -1.8548 -0.0286 -0.7081
H -0.8543 -1.6959 -0.8247
H -0.9917 -0.6094 0.7416
H 0.4524 0.6485 1.3349
H 1.5019 1.7297 0.4767
*
```

natural (NBO) population analysis, charges in e, atoms 1 to 6: number 1, C, carries -0.351; number 2, N, carries -0.639; number 3, N, carries 0.096; number 4, F, carries -0.439; number 5, H, carries 0.207; number 6, H, carries 0.236

=====

*2*
Here is an isolated molecule of CH5FN2 from OMol25. Energies are from the ωB97M-V functional and the def2-TZVPD basis.

As for the SMILES: NC(N)F. Its LUMO energy is 1.08 eV. For the HOMO-LUMO gap, the calculation gives 11.051 eV. The HOMO energy is -9.97 eV.

Structure (ORCA input):
```
! RIJCOSX wB97M-V def2-TZVPD def2/J DEFGRID3
* xyz 0 1
C 0.2692 -0.1675 0.3155
N -1.1208 -0.2112 0.4219
N 0.7519 0.0171 -0.9363
F 0.8541 -1.4551 1.0787
H 0.7457 0.5542 1.0603
H -1.7381 -0.3993 -0.2662
H -1.5738 -0.1547 1.3152
H 0.2464 -0.2038 -1.8408
H 1.7381 -0.1887 -1.0005
*
```

natural (NBO) population analysis, charges in e, atoms 1 to 6: number 1, C, carries 0.473; number 2, N, carries -0.834; number 3, N, carries -0.841; number 4, F, carries -0.514; number 5, H, carries 0.160; number 6, H, carries 0.375

=====

Stability, highest: *2*

=====

*1*
Here is an isolated molecule of C3H4N4 from OMol25. Energies are from the ωB97M-V functional and the def2-TZVPD basis.

Its LUMO energy is -0.29 eV. For the HOMO-LUMO gap, the calculation gives 8.082 eV. The HOMO energy is -8.37 eV.

Structure (ORCA input):
```
! RIJCOSX wB97M-V def2-TZVPD def2/J DEFGRID3
* xyz 0 1
N -1.2694 -0.5261 1.3608
C -0.4161 -0.0490 0.3974
C 0.3109 -0.9943 -0.4192
N 1.1359 -0.6497 -1.3476
C 1.1506 0.6862 -1.7116
N 0.4869 1.5225 -0.8895
N -0.2123 1.2424 0.2668
H -1.1393 -1.4734 1.6886
H -1.5549 0.1369 2.0662
H 0.2363 -2.0595 -0.1983
H 1.2503 2.1856 -1.1886
*
```

natural (NBO) population analysis, charges in e, atoms 1 to 6: number 1, N, carries -0.789; number 2, C, carries 0.305; number 3, C, carries 0.060; number 4, N, carries -0.428; number 5, C, carries 0.093; number 6, N, carries -0.438

=====

*2*
Here is an isolated molecule of C3H4N4 from OMol25. Energies are from the ωB97M-V functional and the def2-TZVPD basis.

Its LUMO energy is -0.07 eV. For the HOMO-LUMO gap, the calculation gives 8.044 eV. The HOMO energy is -8.12 eV.

Structure (ORCA input):
```
! RIJCOSX wB97M-V def2-TZVPD def2/J DEFGRID3
* xyz 0 1
N 0.2138 0.1267 2.2165
C 0.3273 0.2526 0.9113
C -0.6472 -0.6224 0.2495
N -0.8165 -0.7298 -1.0225
C -0.1545 -0.0750 -2.0083
N 0.8093 0.8193 -1.8519
N 1.6343 1.5928 -1.8165
H -0.4619 -0.4897 2.6782
H 0.8035 0.6624 2.8389
H -1.3143 -1.2622 0.8497
H -0.3938 -0.2748 -3.0449
*
```

natural (NBO) population analysis, charges in e, atoms 1 to 6: number 1, N, carries -0.725; number 2, C, carries -0.005; number 3, C, carries -0.094; number 4, N, carries -0.333; number 5, C, carries -0.109; number 6, N, carries 0.084

=====

*3*
Here is an isolated molecule of C3H4N4 from OMol25. Energies are from the ωB97M-V functional and the def2-TZVPD basis.

As for the SMILES: C=Nn1cncn1. Its LUMO energy is 0.48 eV. For the HOMO-LUMO gap, the calculation gives 10.487 eV. The HOMO energy is -10.00 eV.

Structure (ORCA input):
```
! RIJCOSX wB97M-V def2-TZVPD def2/J DEFGRID3
* xyz 0 1
C -1.2262 1.7460 0.5866
C -0.1727 -1.3350 -0.8021
C 1.6935 -0.8853 0.0107
H -2.1192 2.3414 0.6817
H -0.2599 2.0671 0.9880
H -1.0679 -1.7632 -1.2660
H 2.7577 -0.9602 0.2491
N -1.3861 0.6211 0.0250
N -0.2442 -0.1533 -0.1284
N 1.0338 -1.8407 -0.7303
N 0.9911 0.1621 0.3856
*
```

natural (NBO) population analysis, charges in e, atoms 1 to 6: number 1, C, carries -0.082; number 2, C, carries 0.203; number 3, C, carries 0.155; number 4, H, carries 0.194; number 5, H, carries 0.201; number 6, H, carries 0.220

=====

Stability, highest: *3*